Molecular formula: CH3FP2
Method: DFT, ωB97M-V/def2-TZVPD

Summary:
gap between HOMO and LUMO (spin up / spin down): 7.80 / 7.58 eV
net charge: 0
ΔE to the lowest compared entry with this formula, charge and spin: 4.184 eV
DFT total energy: -22375.13445 eV

CARTESIAN COORDINATES (ANGSTROEM)
C 0.127 1.133 -0.186
F 1.395 1.418 -0.122
P -1.248 1.776 0.397
P 0.095 -1.815 -0.479
H -2.236 0.728 0.502
H 1.356 -1.266 -0.883
H 0.511 -1.975 0.771


Molecular formula: C54H41N2O3PSiTi
Method: DFT, ωB97M-V/def2-TZVPD

Summary:
gap between HOMO and LUMO: 7.10 eV
net charge: 0
ΔE to the lowest compared entry with this formula, charge and spin: 0.000 eV
DFT total energy: -106071.24358 eV

CARTESIAN COORDINATES (ANGSTROEM)
Ti -0.016 0.007 -0.328
O 1.889 2.038 4.416
C 2.585 0.904 4.236
C 3.454 0.499 5.250
C 4.196 -0.659 5.111
C 4.087 -1.441 3.962
C 3.222 -1.048 2.961
C 2.467 0.121 3.081
C 1.549 0.497 2.004
O 1.382 -0.324 1.011
N 0.900 1.625 2.077
N 0.049 1.744 0.983
C -0.545 2.881 0.880
C -1.443 3.234 -0.188
C -2.131 4.451 -0.149
C -3.001 4.800 -1.158
C -3.180 3.930 -2.235
C -2.501 2.729 -2.302
C -1.633 2.365 -1.272
O -0.982 1.214 -1.329
H 1.357 2.191 3.605
H 3.529 1.116 6.137
H 4.869 -0.957 5.906
H 4.673 -2.346 3.854
H 3.111 -1.637 2.057
H -0.338 3.625 1.642
H -1.975 5.115 0.695
H -3.534 5.741 -1.122
H -3.860 4.201 -3.034
H -2.627 2.047 -3.134
C -1.371 -3.746 5.849
C -2.481 -2.987 5.495
C -2.515 -2.330 4.274
C -1.438 -2.426 3.392
C -0.325 -3.182 3.761
C -0.293 -3.844 4.982
P -1.389 -1.618 1.758
C -2.407 -0.111 2.027
C -3.364 0.313 1.104
C -4.018 1.529 1.274
C -3.732 2.329 2.369
C -2.775 1.917 3.292
C -2.112 0.712 3.117
C -2.436 -2.642 0.685
C -3.374 -3.525 1.152
C -4.147 -4.294 0.256
C -3.956 -4.160 -1.089
C -2.988 -3.263 -1.605
C -2.786 -3.140 -3.001
C -1.851 -2.273 -3.481
C -1.095 -1.485 -2.585
C -1.219 -1.571 -1.213
C -2.201 -2.484 -0.713
H -1.346 -4.255 6.805
H -3.321 -2.905 6.174
H -3.379 -1.731 4.008
H 0.526 -3.239 3.091
H 0.578 -4.424 5.258
H -3.602 -0.305 0.250
H -4.752 1.849 0.542
H -4.247 3.273 2.503
H -2.540 2.538 4.150
H -1.357 0.409 3.836
H -3.525 -3.643 2.218
H -4.885 -4.987 0.642
H -4.542 -4.746 -1.790
H -3.392 -3.740 -3.672
H -1.688 -2.168 -4.547
H -0.388 -0.794 -3.032
C 4.401 -3.918 -1.815
C 5.087 -2.717 -1.952
C 4.393 -1.514 -1.943
C 3.002 -1.484 -1.802
C 2.330 -2.702 -1.661
C 3.020 -3.908 -1.669
Si 2.090 0.163 -1.826
C 1.606 0.586 -3.599
C 1.933 -0.253 -4.666
C 1.520 0.037 -5.962
C 0.771 1.179 -6.215
C 0.438 2.029 -5.166
C 0.848 1.731 -3.875
C 3.287 1.486 -1.225
C 3.942 1.347 0.003
C 4.830 2.309 0.462
C 5.089 3.437 -0.308
C 4.461 3.586 -1.538
C 3.571 2.620 -1.990
H 4.941 -4.857 -1.820
H 6.165 -2.717 -2.065
H 4.944 -0.583 -2.042
H 1.254 -2.715 -1.547
H 2.477 -4.841 -1.558
H 2.515 -1.153 -4.483
H 1.785 -0.629 -6.775
H 0.448 1.406 -7.223
H -0.147 2.923 -5.355
H 0.566 2.397 -3.066
H 3.776 0.463 0.604
H 5.319 2.176 1.421
H 5.781 4.192 0.046
H 4.668 4.456 -2.153
H 3.095 2.753 -2.957


Molecular formula: C2HClF3NO2
Method: DFT, ωB97M-V/def2-TZVPD

Summary:
gap between HOMO and LUMO (spin up / spin down): 8.46 / 8.66 eV
net charge: 0
ΔE to the lowest compared entry with this formula, charge and spin: 3.112 eV
DFT total energy: -28343.64519 eV

CARTESIAN COORDINATES (ANGSTROEM)
C -1.138 0.114 0.591
C 1.674 -0.146 0.092
N -1.400 -0.027 -0.796
O -1.453 -1.227 -1.149
O -1.474 0.933 -1.492
F 1.796 1.153 -0.109
F 2.411 -0.465 1.176
F 2.099 -0.915 -0.856
Cl -1.531 1.417 1.496
H -0.985 -0.838 1.048


Molecular formula: C4H6NO2
Method: DFT, ωB97M-V/def2-TZVPD

Summary:
gap between HOMO and LUMO (spin up / spin down): 6.50 / 6.43 eV
net charge: +1
ΔE to the lowest compared entry with this formula, charge and spin: 6.936 eV
DFT total energy: -9815.66522 eV

CARTESIAN COORDINATES (ANGSTROEM)
C 1.046 -1.028 -0.962
C 0.252 -1.782 0.024
C 1.998 -1.916 -1.680
C 1.618 -0.827 2.239
N -0.586 -2.234 0.677
O 1.007 0.144 -0.943
O -1.351 -2.828 1.276
H 1.982 -2.957 -1.172
H 3.062 -1.433 -1.622
H 1.827 -2.049 -2.750
H 1.637 -1.771 2.870
H 2.540 -0.423 1.712
H 0.751 -0.247 2.202


Molecular formula: C44H77NO19
Method: DFT, ωB97M-V/def2-TZVPD

Summary:
SMILES: C=CC1=CC(=O)C(CC(=O)N(C)C)=CC1=O.CCOC(C)=O.CCOC(C)=O.CCOC(C)=O.CCOC(C)=O.CCOC(C)=O.CCOC(C)=O.CCOC(C)=O.CCOC(C)=O
gap between HOMO and LUMO: 7.87 eV
net charge: 0
DFT total energy: -87266.00236 eV

CARTESIAN COORDINATES (ANGSTROEM)
C 7.951 0.484 2.185
C 8.168 1.789 1.941
C 7.079 2.724 2.249
C 6.087 2.386 3.053
C 5.010 3.419 3.268
O 4.524 3.655 4.326
C 4.628 4.184 2.011
C 3.194 4.534 1.708
C 2.349 3.279 1.464
O 1.322 3.339 0.892
N 2.837 2.056 1.991
C 2.287 1.789 3.340
C 2.624 0.931 1.068
C 5.616 4.540 1.229
C 7.015 4.115 1.637
O 7.969 4.808 1.519
H 8.639 -0.118 2.775
H 7.043 -0.011 1.834
H 9.076 2.188 1.490
H 6.025 1.409 3.521
H 3.169 5.093 0.764
H 2.758 5.162 2.494
H 1.907 2.730 3.753
H 1.448 1.088 3.205
H 3.044 1.369 4.012
H 3.149 1.067 0.120
H 3.058 0.029 1.514
H 1.547 0.780 0.928
H 5.457 5.084 0.300
C -3.231 1.762 -0.946
C -3.927 3.062 -0.595
O -3.792 3.355 0.797
C -2.729 3.995 1.327
C -1.492 4.181 0.485
O -2.762 4.336 2.479
H -2.157 1.823 -0.762
H -3.386 1.508 -1.994
H -3.614 0.947 -0.331
H -3.587 3.898 -1.208
H -4.998 2.963 -0.775
H -0.816 3.349 0.654
H -1.004 5.102 0.794
H -1.692 4.278 -0.581
C -1.429 -3.010 1.352
C -1.304 -1.858 0.376
O 0.036 -1.353 0.330
C 1.004 -1.864 -0.452
C 0.791 -3.208 -1.107
O 2.047 -1.274 -0.559
H -0.814 -3.859 1.052
H -2.465 -3.342 1.422
H -1.090 -2.705 2.343
H -1.659 -2.116 -0.623
H -1.921 -1.027 0.716
H 1.195 -3.986 -0.460
H 1.329 -3.214 -2.052
H -0.249 -3.427 -1.337
C -5.972 0.345 -6.357
C -5.809 -1.041 -5.765
O -4.705 -1.083 -4.842
C -4.808 -0.751 -3.550
C -6.046 -0.028 -3.073
O -3.886 -0.966 -2.803
H -6.209 1.085 -5.590
H -6.771 0.351 -7.100
H -5.046 0.668 -6.835
H -6.714 -1.406 -5.304
H -5.562 -1.745 -6.555
H -5.871 1.046 -3.119
H -6.231 -0.315 -2.039
H -6.944 -0.277 -3.633
C 7.150 1.847 8.107
C 6.268 1.379 6.969
O 7.044 0.840 5.892
C 7.464 -0.434 5.828
C 7.387 -1.306 7.055
O 7.962 -0.832 4.805
H 7.712 1.022 8.546
H 6.549 2.310 8.891
H 7.878 2.575 7.747
H 5.507 0.668 7.295
H 5.734 2.231 6.548
H 8.332 -1.246 7.594
H 7.221 -2.332 6.732
H 6.566 -1.056 7.724
C 7.913 7.669 1.008
C 8.505 9.038 0.747
O 7.730 9.776 -0.206
C 6.656 10.519 0.118
C 6.040 10.362 1.489
O 6.162 11.239 -0.707
H 6.916 7.741 1.445
H 8.544 7.100 1.685
H 7.813 7.114 0.076
H 8.645 9.614 1.664
H 9.492 8.926 0.299
H 5.247 9.617 1.440
H 5.612 11.319 1.781
H 6.752 10.088 2.265
C -10.959 -4.881 -3.913
C -10.842 -3.802 -4.966
O -9.511 -3.267 -5.020
C -8.526 -3.817 -5.745
C -8.712 -5.205 -6.306
O -7.484 -3.221 -5.874
H -10.316 -5.732 -4.138
H -11.986 -5.235 -3.842
H -10.649 -4.494 -2.940
H -11.166 -4.140 -5.946
H -11.488 -2.964 -4.699
H -8.311 -5.930 -5.599
H -8.156 -5.272 -7.239
H -9.746 -5.454 -6.538
C -14.739 -4.490 -9.987
C -14.563 -5.859 -9.366
O -13.479 -5.876 -8.430
C -13.597 -5.523 -7.140
C -14.841 -4.798 -6.684
O -12.680 -5.725 -6.386
H -14.997 -3.739 -9.238
H -15.527 -4.509 -10.740
H -13.810 -4.165 -10.457
H -15.480 -6.231 -8.906
H -14.293 -6.577 -10.140
H -14.668 -3.724 -6.745
H -15.033 -5.071 -5.649
H -15.734 -5.057 -7.247
C 10.902 -5.853 6.613
C 9.639 -6.688 6.570
O 8.487 -5.914 6.916
C 7.792 -5.171 6.033
C 8.388 -4.887 4.676
O 6.744 -4.685 6.366
H 10.872 -5.043 5.883
H 11.777 -6.470 6.407
H 11.019 -5.394 7.595
H 9.500 -7.186 5.609
H 9.700 -7.476 7.320
H 8.935 -3.944 4.718
H 7.575 -4.793 3.960
H 9.042 -5.674 4.306


Molecular formula: C12H20N4
Method: DFT, ωB97M-V/def2-TZVPD

Summary:
SMILES: CC1=C=[N+](CC#N)C[N@H+](C(C)C)NC/C=C\1
gap between HOMO and LUMO: 9.17 eV
net charge: +2
ΔE to the lowest compared entry with this formula, charge and spin: 0.026 eV
DFT total energy: -18706.07956 eV

CARTESIAN COORDINATES (ANGSTROEM)
C 2.638 1.816 2.456
C 1.250 1.446 1.909
C 1.180 0.892 0.763
N 1.551 0.276 -0.286
C 1.997 1.043 -1.485
C 0.935 1.924 -1.889
N -0.032 2.505 -2.048
C 1.021 -1.000 -0.525
N -0.579 -0.981 -0.171
C -1.485 -1.568 -1.239
C -1.228 -3.031 -1.554
C -1.385 -0.779 -2.568
N -0.941 0.216 0.369
C -1.806 0.517 1.497
C -1.153 1.165 2.617
C 0.098 1.500 2.883
H 3.324 1.530 1.773
H 2.699 1.337 3.455
H 2.534 2.916 2.568
H 2.219 0.352 -2.302
H 2.878 1.614 -1.203
H 1.221 -1.398 -1.454
H 1.329 -1.866 -0.006
H -0.646 -1.687 0.622
H -2.414 -1.344 -0.902
H -1.701 -3.804 -0.984
H -1.251 -3.309 -2.653
H -0.233 -3.150 -1.331
H -1.618 0.365 -2.341
H -2.292 -1.284 -3.082
H -0.459 -0.862 -3.138
H -1.160 0.918 -0.317
H -2.320 -0.454 1.969
H -2.671 1.139 1.220
H -1.845 1.214 3.436
H 0.345 1.834 3.941